{
  "formula": "C5H9NS",
  "method": "wB97M-V/def2-TZVPD",
  "lumo_energy_ev": [0.779, -2.468],
  "spin_multiplicity": 3,
  "e_homo_ev": [-4.47, -9.83],
  "charge": 0,
  "gap_ev": [5.3, 7.4],
  "s_squared": 2.011,
  "elements": ["C", "C", "C", "C", "C", "N", "S", "H", "H", "H", "H", "H", "H", "H", "H", "H"],
  "positions_angstrom": [[1.770177, -1.362543, -0.360746], [1.029764, 0.488277, 0.629452], [-0.312378, 0.035462, 0.087218], [-1.497552, 0.157303, 1.068153], [-0.565541, 0.488197, -1.296240], [2.102705, -0.309661, 0.170723], [-0.000571, -1.788673, -0.362173], [2.426381, -2.205996, -0.629887], [1.399009, 1.489003, 0.249198], [1.137114, 0.397878, 1.755345], [-2.382742, -0.249023, 0.649689], [-1.674128, 1.206186, 1.409863], [-1.301523, -0.443753, 1.933939], [-0.058126, 0.143312, -2.167896], [-0.463703, 1.565481, -1.530775], [-1.608885, 0.388551, -1.605865]],
  "atomic_forces_ev_per_a": [[-0.9, -2.9, -1.9], [0.3, 1.8, 0.5], [0.6, 1.3, 1.2], [1.3, 1.0, -0.3], [-2.0, 2.7, -1.8], [2.3, 0.9, 1.5], [-0.4, -2.7, 0.3], [-0.2, 0.6, -0.1], [-1.1, -0.4, 0.9], [-0.5, 0.6, -1.1], [-0.9, -0.2, -0.6], [0.1, -0.7, -0.4], [0.3, -0.3, 0.7], [1.1, -1.3, -0.2], [0.3, 0.1, 1.0], [-0.2, -0.6, 0.4]]
}

=====

{
  "formula": "C3HN3S",
  "method": "wB97M-V/def2-TZVPD",
  "lumo_energy_ev": 0.045,
  "spin_multiplicity": 1,
  "e_homo_ev": -9.68,
  "charge": 0,
  "gap_ev": 9.7,
  "elements": ["C", "C", "C", "N", "N", "N", "S", "H"],
  "positions_angstrom": [[1.053948, -0.229103, -1.136562], [-1.209455, -1.816576, 0.811136], [0.886120, 2.642522, 1.140500], [2.065303, 0.255083, -1.331118], [-0.597572, -1.305405, -0.041132], [-0.128118, -0.814862, -1.044944], [-0.103627, 3.064249, 0.095748], [-1.966602, -1.795911, 1.506374]],
  "atomic_forces_ev_per_a": [[-1.2, -1.0, 0.8], [1.8, 0.3, -2.1], [0.9, -0.4, 1.1], [1.7, 1.0, -0.4], [-1.5, -0.8, 3.1], [0.3, 0.6, -2.8], [-1.0, 0.4, -1.1], [-1.1, -0.1, 1.3]]
}

=====

{
  "formula": "C4H9N2S",
  "method": "wB97M-V/def2-TZVPD",
  "lumo_energy_ev": -3.261,
  "spin_multiplicity": 1,
  "e_homo_ev": -13.22,
  "charge": 1,
  "gap_ev": 10.0,
  "elements": ["C", "C", "C", "S", "N", "C", "N", "H", "H", "H", "H", "H", "H", "H", "H", "H"],
  "positions_angstrom": [[-1.577369, -0.818411, 0.063990], [-0.155050, -0.609559, -0.452364], [0.910385, -1.467308, 0.130079], [2.453507, -0.507177, -0.053631], [1.653840, 1.029296, 0.164169], [0.391289, 1.085270, -0.095394], [-0.387642, 2.080182, 0.073134], [-1.882822, -1.897729, -0.041499], [-2.133284, -0.195261, -0.522961], [-1.527513, -0.525989, 1.133796], [-0.099316, -0.576262, -1.502644], [0.727387, -1.747399, 1.149186], [1.048869, -2.353562, -0.509171], [2.182603, 1.750746, 0.664968], [-1.371115, 1.705388, -0.121988], [-0.233762, 3.047770, -0.079677]],
  "atomic_forces_ev_per_a": [[2.7, -1.8, 1.7], [0.0, 3.1, 1.3], [0.9, 0.2, -0.7], [0.2, -0.2, 0.1], [1.2, -0.1, 0.3], [1.0, -4.9, 0.2], [-4.7, -0.9, -0.8], [0.2, 1.2, 0.1], [-2.3, 1.4, -1.2], [-0.7, -0.3, -0.6], [0.0, -0.2, -1.5], [0.0, -0.1, 0.5], [0.0, 0.2, 0.4], [-0.3, -0.2, -0.5], [1.5, 1.7, 0.5], [0.5, 0.8, 0.1]]
}

=====

{
  "formula": "C7H13AsN5OS5SeV",
  "method": "wB97M-V/def2-TZVPD",
  "lumo_energy_ev": [-1.823, -1.974],
  "spin_multiplicity": 1,
  "e_homo_ev": [-8.97, -8.97],
  "charge": 0,
  "gap_ev": [7.1, 7.0],
  "elements": ["V", "S", "As", "S", "S", "S", "C", "C", "N", "N", "C", "S", "N", "N", "H", "H", "H", "H", "H", "H", "Se", "C", "N", "C", "C", "C", "O", "H", "H", "H", "H", "H", "H", "H"],
  "positions_angstrom": [[0.049245, 0.812413, 0.078022], [-4.282590, 1.109835, 1.548216], [-2.965414, -0.451117, 1.385328], [-0.483363, 1.701662, 1.834881], [-1.866884, -0.574612, -0.449434], [-2.714341, -2.037822, 2.666603], [1.714449, -4.185493, 1.827907], [1.759514, -3.523546, 0.522845], [1.928013, -4.164429, -0.620159], [1.714148, -3.190642, -1.525888], [1.364521, -2.007732, -1.034233], [1.004647, -0.623420, -1.884237], [1.402999, -2.200060, 0.337514], [0.779703, -1.345861, 1.186547], [2.007101, -5.311444, 1.688720], [0.712186, -4.163460, 2.214188], [2.399329, -3.722127, 2.568102], [1.927539, -3.288933, -2.508691], [-0.103811, -1.724794, 1.573870], [1.377710, -0.931679, 1.870285], [2.643597, 1.078892, 0.588120], [2.439133, 1.290434, 2.424288], [2.413015, 1.383367, 3.568532], [-2.478110, 2.862361, -1.396290], [-1.073369, 3.135777, -1.315020], [-0.653812, 3.852316, -2.595034], [-0.311651, 1.952487, -1.156232], [-2.942041, 3.831067, -1.645533], [-2.807607, 2.496708, -0.433487], [-2.721072, 2.235007, -2.278394], [-0.762893, 3.690429, -0.349696], [-0.768564, 3.192167, -3.455048], [0.404038, 3.936333, -2.508251], [-1.105367, 4.885915, -2.728339]],
  "atomic_forces_ev_per_a": [[-0.1, 0.5, 0.3], [0.3, -0.5, 0.1], [-0.6, 0.2, 0.4], [0.2, -0.7, -1.3], [0.5, -0.1, 0.0], [0.2, 0.4, -0.3], [1.5, -2.1, 0.5], [-0.5, -1.3, -0.6], [0.4, 1.1, 1.9], [0.0, 0.9, -1.3], [0.3, -0.1, 0.8], [-0.1, 0.4, 0.0], [0.2, -1.1, -2.1], [-1.8, 0.8, 0.4], [-0.5, 2.2, 0.2], [-0.5, 0.1, 0.3], [-0.4, -0.3, -0.4], [-0.1, -0.4, 0.2], [0.6, 0.0, -0.1], [0.6, 0.0, 0.6], [-0.9, 0.1, 0.1], [0.6, 0.0, -1.0], [-0.1, 0.0, 0.7], [-2.3, 0.1, -0.3], [2.1, 2.0, 0.8], [0.6, 0.6, 0.4], [0.8, -1.1, 0.4], [-0.2, -0.3, 0.5], [-0.8, -0.4, -0.1], [0.1, -0.1, 0.8], [-0.8, -0.1, -1.5], [-0.6, 0.2, -0.1], [1.1, 0.6, -0.2], [0.4, -1.5, 0.2]]
}